Entry from the Open Molecules 2025 dataset: C23H23LaOP2 as an isolated structure (the ωB97M-V functional and the def2-TZVPD basis).

Cartesian coordinates (Å):
C 0.141 1.065 -3.778
C -0.743 2.179 -3.800
C 0.011 3.365 -3.596
C 1.379 3.009 -3.469
C 1.491 1.600 -3.578
La 1.540 -1.480 -1.270
P 0.743 -4.335 -2.084
H -0.103 0.008 -3.926
H -1.817 2.106 -3.940
H -0.391 4.374 -3.541
H 2.420 1.025 -3.601
H 2.198 3.716 -3.314
H 1.394 -5.242 -2.975
H -0.530 -4.335 -2.758
H 0.398 -5.301 -1.084
O -0.457 -1.723 -0.366
P -0.419 -0.647 0.778
C 1.170 0.175 0.625
C 2.380 -0.588 0.807
C 3.533 -0.118 0.126
C 3.551 1.197 -0.367
C 2.403 1.980 -0.373
C 1.197 1.469 0.073
C -1.784 0.479 0.525
C -2.483 0.940 1.658
C -3.500 1.890 1.518
C -3.838 2.382 0.255
C -3.165 1.899 -0.875
C -2.154 0.952 -0.748
C -0.357 -1.476 2.361
C -0.759 -2.817 2.438
C -0.695 -3.492 3.655
C -0.187 -2.859 4.795
C 0.292 -1.548 4.701
C 0.183 -0.842 3.501
H 2.376 -1.543 1.356
H 4.409 -0.764 0.038
H 4.479 1.629 -0.739
H 2.415 2.992 -0.775
H 0.269 2.052 0.050
H -2.222 0.552 2.647
H -4.030 2.234 2.405
H -4.631 3.124 0.151
H -3.452 2.267 -1.859
H -1.650 0.573 -1.645
H -1.095 -3.329 1.533
H -1.037 -4.524 3.709
H -0.159 -3.387 5.750
H 0.755 -1.072 5.563
H 0.531 0.193 3.445

Atoms 1-6, force components in eV/Å:
1.2719 0.7130 0.4207
0.4649 -0.2509 0.3727
0.1222 -0.7639 0.0088
-0.2411 -0.3904 0.0348
-1.2876 -0.2010 -0.0936
1.7897 0.8046 -2.7214

Summary:
- DFT total energy (Eh) = -1679.5981
- HOMO-LUMO gap (alpha / beta) (eV) = 4.5143 / 4.6109
- energy above the lowest of the compared OMol25 structures with the same formula, charge and spin (kcal/mol) = 0.0
- lowest unoccupied orbital energy (alpha / beta) (eV) = -0.489 / -0.688
- HOMO (alpha / beta) (eV) = -5.0 / -5.3

Löwdin population analysis, charges in e, atoms 1 to 4: -0.231 -0.220 -0.178 -0.212

=====

Entry from the Open Molecules 2025 dataset: a 12-piece molecular cluster, C26H51Cl22I2N2O overall (the ωB97M-V functional and the def2-TZVPD basis).

Cartesian coordinates (Å):
C 2.869 2.764 0.159
C 1.788 2.283 -0.965
I 2.849 2.381 -2.913
C 0.575 3.351 -1.072
I -0.247 3.498 -3.130
N -0.520 3.189 -0.039
N -0.541 1.954 0.621
C -1.211 1.041 -0.096
O -1.487 0.232 -1.020
H 2.309 3.084 1.125
H 3.384 3.726 -0.243
H 3.640 1.918 0.355
H 1.472 1.187 -0.862
H 1.049 4.400 -0.889
H -1.451 3.280 -0.527
H -0.490 3.979 0.649
Cl -3.540 1.897 -0.064
C -4.996 2.923 0.053
C -4.655 4.399 0.060
Cl -3.820 4.889 1.557
H -5.544 2.631 0.952
H -5.618 2.689 -0.813
H -5.573 4.991 -0.001
H -4.019 4.670 -0.786
Cl 6.068 1.400 -1.496
C 7.206 0.857 -0.232
C 6.535 -0.003 0.822
Cl 5.401 0.929 1.832
H 7.669 1.743 0.207
H 7.984 0.280 -0.737
H 7.288 -0.419 1.495
H 5.985 -0.834 0.373
Cl -3.105 -5.491 -2.134
C -2.522 -4.054 -1.258
C -1.984 -2.992 -2.196
Cl -0.467 -3.496 -2.983
H -1.765 -4.376 -0.540
H -3.373 -3.658 -0.699
H -1.762 -2.082 -1.636
H -2.705 -2.743 -2.978
Cl 4.411 -4.216 3.838
C 4.988 -2.776 4.714
C 5.525 -1.711 3.777
Cl 7.044 -2.210 2.991
H 5.744 -3.099 5.433
H 4.135 -2.384 5.272
H 5.744 -0.800 4.338
H 4.804 -1.464 2.995
Cl -0.089 -4.434 1.407
C 0.487 -2.993 2.282
C 1.021 -1.927 1.343
Cl 2.539 -2.423 0.555
H 1.246 -3.314 3.000
H -0.365 -2.600 2.841
H 1.240 -1.015 1.905
H 0.299 -1.680 0.561
Cl 7.234 -9.048 1.030
C 6.729 -7.576 1.896
C 6.150 -6.532 0.962
Cl 7.384 -5.835 -0.117
H 7.593 -7.191 2.443
H 5.975 -7.881 2.625
H 5.734 -5.704 1.542
H 5.353 -6.946 0.341
Cl -5.551 -1.307 -2.809
C -6.153 -2.986 -2.788
C -7.177 -3.241 -3.876
Cl -8.704 -2.373 -3.580
H -6.562 -3.186 -1.795
H -5.286 -3.633 -2.934
H -7.420 -4.305 -3.913
H -6.803 -2.943 -4.858
Cl 2.683 5.969 -3.688
C 3.990 6.832 -4.538
C 5.258 6.006 -4.627
Cl 6.029 5.784 -3.037
H 4.162 7.779 -4.021
H 3.621 7.056 -5.541
H 5.986 6.512 -5.264
H 5.065 5.017 -5.050
Cl -7.640 4.807 -0.865
C -8.648 5.117 0.573
C -9.912 5.882 0.232
Cl -9.570 7.559 -0.261
H -8.039 5.653 1.305
H -8.906 4.143 0.995
H -10.560 5.936 1.109
H -10.469 5.399 -0.574
Cl 3.772 -7.073 5.536
C 2.770 -6.786 6.982
C 1.493 -6.035 6.657
Cl 1.806 -4.348 6.176
H 3.378 -6.249 7.713
H 2.527 -7.767 7.397
H 0.851 -5.997 7.540
H 0.936 -6.519 5.852
Cl -3.911 5.269 -3.486
C -4.516 3.593 -3.462
C -5.530 3.333 -4.557
Cl -7.057 4.207 -4.277
H -4.936 3.400 -2.474
H -3.649 2.942 -3.596
H -5.776 2.269 -4.589
H -5.148 3.623 -5.538

Atoms 1-6, force components in eV/Å:
-0.6666 0.2645 -0.4032
0.4669 0.4635 0.3814
0.2921 -0.6253 1.1418
2.7575 0.9014 -1.0913
-0.9240 0.1442 1.4286
-1.5609 1.2663 -0.8003

Summary:
- DFT total energy (Eh) = -11925.2835
- charge = +1
- HOMO-LUMO gap (eV) = 6.7748
- lowest unoccupied orbital energy (eV) = -4.529
- HOMO (eV) = -11.3

Löwdin population analysis, charges in e, atoms 1 to 4: -0.183 -0.708 0.773 -0.674

=====

> Look up the DFT total energy of the first one.

-1679.5981 Eh